No. 1
Below is a single C4H13N2S molecule, with properties calculated with the ωB97M-V functional and the def2-TZVPD basis.

Output
calculated total energy = -667.64368 Ha
energy relative to the best compared isomer or geometry (same formula, charge and spin) = 526.78 kJ/mol
molecular weight = 121.2 g mol⁻¹
HOMO-LUMO gap (alpha / beta) = 5.05 / 6.44 eV
<S²> = 0.76
largest force on an atom = 7.25 eV/Å

Structure (ORCA input):
```
! RIJCOSX wB97M-V def2-TZVPD def2/J DEFGRID3
* xyz 0 2
S 0.3885 2.9628 0.8444
N -0.1858 -2.9454 -1.8143
N -0.4678 -0.2174 -0.7128
C 0.4834 1.1097 1.3065
C -1.1077 -1.4012 -0.0628
C -0.2430 -2.7082 -0.3279
C 0.7670 0.3432 0.0027
H 1.1785 0.9045 -0.8775
H 0.8135 -2.5872 0.2606
H -0.1663 -0.2331 -1.6153
H 1.4127 1.0603 2.0038
H -0.7770 -3.7011 -2.0599
H 1.2393 -0.6278 0.2546
H 0.7071 -3.1526 -2.1538
H -1.3666 -1.0050 0.8817
H -0.6200 -3.5802 0.2345
H 0.3306 4.4076 0.8075
H -2.0699 -1.7949 -0.3419
H -1.3632 0.4923 -0.6159
H -0.3575 0.4909 1.8916
*
```

No. 2
Below is a gas-phase ion, C4H13N2S (charge +1), with properties calculated with the ωB97M-V functional and the def2-TZVPD basis.

Output
calculated total energy = -667.63575 Ha
energy relative to the best compared isomer or geometry (same formula, charge and spin) = 115.66 kJ/mol
molecular weight = 121.2 g mol⁻¹
HOMO-LUMO gap = 9.02 eV
SMILES = NC[C@@H]([NH3+])CCS
largest force on an atom = 2.30 eV/Å

Structure (ORCA input):
```
! RIJCOSX wB97M-V def2-TZVPD def2/J DEFGRID3
* xyz 1 1
S -2.9972 -1.2041 -1.7763
N 2.1141 0.0769 1.4188
N 0.4842 1.8109 0.4936
C -0.6407 0.3186 -1.0910
C -0.1444 0.3920 0.3344
C 1.0283 -0.5992 0.6685
C -1.1925 -1.1433 -1.3859
H -0.6778 -1.6351 -2.1980
H 0.5953 2.4453 -0.2986
H 1.3903 1.6637 0.9726
H 2.7872 -0.6945 1.4055
H -0.9869 -1.6395 -0.4428
H -0.1187 2.3597 1.1117
H -0.8956 0.3011 1.1226
H 1.9335 0.0878 2.4248
H -3.4387 -1.6876 -0.6002
H 0.6619 -1.4768 1.1993
H 1.4710 -0.8571 -0.2865
H 0.1284 0.5290 -1.8292
H -1.5019 0.9521 -1.2434
*
```

No. 3
Below is 2 unconnected molecules or ions with the total composition C4H13N2S, with properties calculated with the ωB97M-V functional and the def2-TZVPD basis.

Output
calculated total energy = -667.45667 Ha
energy relative to the best compared isomer or geometry (same formula, charge and spin) = 0.00 kJ/mol
molecular weight = 121.2 g mol⁻¹
HOMO-LUMO gap (alpha / beta) = 6.91 / 5.84 eV
<S²> = 2.01
largest force on an atom = 7.00 eV/Å

Structure (ORCA input):
```
! RIJCOSX wB97M-V def2-TZVPD def2/J DEFGRID3
* xyz 1 3
S 0.9668 -2.1293 1.4558
N -0.0889 0.6455 1.1321
N -0.2556 0.2024 -1.1541
C -0.7561 0.2590 0.0901
C -0.9305 -0.3491 -2.3335
C -0.6616 0.7930 2.5357
C 0.9704 0.8634 -1.5630
H -0.0359 1.5163 3.1827
H -0.5058 -0.2258 2.8846
H -1.8734 -0.9254 -2.1824
H 2.3385 -2.0749 1.3203
H -0.0464 -0.9016 -2.8243
H -1.1963 0.4572 -3.0498
H 1.9514 0.2992 -1.4871
H 0.8453 0.9991 -2.6047
H -1.7647 0.9189 2.5320
H -1.8149 0.0339 0.3053
H 0.8583 1.0118 0.9422
H 0.9167 1.9317 -1.0822
H 1.0826 -3.3254 1.9006
*
```

No. 4
Below is 2 unconnected molecules or ions with the total composition C4H13N2S2, with properties calculated with the ωB97M-V functional and the def2-TZVPD basis.

Output
calculated total energy = -1065.83404 Ha
energy relative to the best compared isomer or geometry (same formula, charge and spin) = 101.84 kJ/mol
molecular weight = 153.3 g mol⁻¹
HOMO-LUMO gap = 9.54 eV
largest force on an atom = 0.87 eV/Å

Structure (ORCA input):
```
! RIJCOSX wB97M-V def2-TZVPD def2/J DEFGRID3
* xyz 1 1
S -1.9171 -1.4130 0.0584
S -1.0565 -0.7406 1.7903
N 1.3259 -0.0193 -0.3113
N 1.1466 -1.2487 -3.8205
C 0.9460 -0.6275 -2.6170
C 1.6905 -0.7919 -1.5205
C -0.6787 1.6341 3.0561
C -1.4734 1.0606 1.9046
H -3.2155 -1.5116 0.4426
H -1.2344 1.5425 0.9540
H -0.8950 1.1022 3.9792
H 0.6552 0.7365 -0.4451
H 1.7779 -2.0450 -3.8141
H -2.5514 1.0882 2.0376
H -0.9405 2.6799 3.2123
H 2.5202 -1.4583 -1.3553
H 2.1491 0.4376 0.0894
H 0.1207 0.0764 -2.6127
H 0.9399 -0.6355 0.4262
H 0.3955 1.5865 2.8756
H 0.2949 -1.4529 -4.3298
*
```